1.
A structure of composition C54H46I2N8O5S3Ti, computed with ωB97M-V with the def2-TZVPD basis set.

```
119
Properties=species:S:1:pos:R:3:mulliken_spin:R:1
Ti -0.07 -0.08 -0.10 0.85
I -4.75 1.98 5.62 0.00
C -3.83 1.01 4.01 0.00
C -4.51 0.88 2.81 0.00
C -3.84 0.34 1.72 0.00
I -4.90 -0.04 -0.04 0.00
C -2.48 -0.02 1.78 0.00
O -1.78 -0.37 0.74 0.00
C -1.90 -0.05 3.06 -0.02
C -0.64 -0.88 3.23 0.04
N 0.41 -0.70 2.23 0.01
C 1.41 0.27 2.65 0.01
C 0.89 1.65 2.34 -0.01
C 0.99 2.69 3.24 0.00
C 0.47 3.93 2.90 0.00
C -0.08 4.10 1.65 0.00
C -0.12 3.01 0.80 0.03
N 0.31 1.79 1.14 0.01
C -2.55 0.50 4.15 0.00
H -5.55 1.18 2.72 0.00
H -0.96 -1.92 3.18 -0.01
H -0.24 -0.72 4.24 0.00
H 0.78 -1.61 1.98 0.01
H 2.32 0.10 2.08 0.00
H 1.65 0.19 3.71 0.00
H 1.46 2.53 4.20 0.00
H 0.50 4.75 3.61 0.00
H -0.48 5.05 1.32 0.00
H -0.48 3.11 -0.21 0.01
H -2.07 0.48 5.13 0.00
C -2.71 1.75 -3.44 0.00
O -2.39 0.36 -3.53 0.02
C -1.83 0.00 -2.34 0.00
N -1.56 0.97 -1.53 0.11
C -1.99 2.22 -2.17 0.01
C -2.88 3.15 -1.36 0.00
C -3.46 4.24 -2.01 0.00
C -4.24 5.15 -1.30 0.00
C -4.44 4.98 0.06 0.00
C -3.88 3.89 0.71 0.00
C -3.10 2.98 -0.01 0.00
C -1.59 -1.42 -2.18 0.26
C -2.17 -2.26 -3.10 -0.13
C -1.96 -3.63 -3.05 0.30
C -1.22 -4.10 -1.94 -0.11
C -0.71 -3.24 -1.01 0.16
N -0.76 -1.86 -1.14 0.29
C -0.18 -3.83 0.24 0.06
N 0.21 -3.22 1.27 0.07
C 0.56 -4.20 2.31 -0.01
C 0.43 -5.55 1.57 0.00
O -0.12 -5.20 0.28 0.00
C -0.37 -4.04 3.49 0.00
C 0.13 -3.79 4.76 0.00
C -0.74 -3.60 5.84 0.00
C -2.11 -3.66 5.64 0.00
C -2.61 -3.92 4.37 0.00
C -1.75 -4.11 3.30 0.00
H -3.79 1.86 -3.35 0.00
H -2.37 2.24 -4.35 0.00
H -1.09 2.80 -2.42 0.00
H -3.31 4.38 -3.08 0.00
H -4.68 6.00 -1.82 0.00
H -5.04 5.69 0.62 0.00
H -4.05 3.72 1.76 0.00
H -2.67 2.13 0.50 0.01
H -2.80 -1.83 -3.87 0.00
H -2.39 -4.30 -3.77 0.03
H -1.10 -5.16 -1.79 -0.01
H 1.58 -4.03 2.64 0.00
H -0.24 -6.24 2.06 0.00
H 1.39 -6.03 1.42 0.00
H 1.20 -3.73 4.91 0.00
H -0.34 -3.40 6.82 0.00
H -2.78 -3.51 6.48 0.00
H -3.69 -3.96 4.21 0.00
H -2.15 -4.29 2.31 0.01
C 1.14 3.75 -4.17 0.00
N 0.95 2.30 -4.25 0.00
C 0.70 1.71 -5.44 0.00
C 0.56 0.39 -5.56 0.00
C 0.75 -0.38 -4.36 0.00
N 0.91 0.17 -3.18 0.02
C 0.98 1.53 -3.06 -0.01
O 1.06 2.11 -1.98 0.02
N 0.82 -1.73 -4.44 0.01
H 2.04 4.04 -4.71 0.00
H 1.24 4.02 -3.13 0.00
H 0.28 4.27 -4.60 0.00
H 0.62 2.39 -6.29 0.00
H 0.33 -0.07 -6.52 0.00
H 0.33 -2.20 -5.18 0.00
H 0.84 -2.20 -3.54 0.00
O 1.73 -0.26 -0.28 -0.07
C 3.14 -0.21 -0.41 0.00
C 3.60 -0.01 -1.88 0.01
C 3.97 1.13 -2.54 0.00
C 4.28 0.92 -3.91 0.00
C 4.17 -0.39 -4.27 0.00
S 3.71 -1.36 -2.95 0.00
C 3.71 0.95 0.42 0.00
C 3.29 2.24 0.33 0.01
C 3.99 3.13 1.20 0.00
C 4.94 2.49 1.93 0.00
S 4.99 0.83 1.57 0.00
C 3.70 -1.58 -0.01 0.00
C 2.97 -2.72 -0.10 -0.04
C 3.73 -3.91 0.08 0.00
C 5.05 -3.65 0.28 0.00
S 5.36 -1.97 0.25 0.00
H 4.01 2.10 -2.06 0.00
H 4.59 1.71 -4.59 0.00
H 4.34 -0.84 -5.24 0.00
H 2.50 2.54 -0.34 0.01
H 3.79 4.19 1.26 0.00
H 5.62 2.91 2.66 0.00
H 1.92 -2.68 -0.31 0.05
H 3.31 -4.91 0.04 0.00
H 5.86 -4.35 0.44 0.00
```

Energy relative to the best compared isomer or geometry (same formula, charge and spin), eV: 0.416
Calculated total energy, Eh: -5539.19879
Spin multiplicity: 3
Maximum force, eV/Å: 2.35
⟨S²⟩: 2.022
Lowest unoccupied orbital energy (alpha / beta), eV: 0.38 / 0.38

---

2.
A structure of composition C54H47N11OPdSTe, computed with ωB97M-V with the def2-TZVPD basis set.

```
116
Properties=species:S:1:pos:R:3:mulliken_spin:R:1
Pd 0.91 -1.28 -0.22 0.12
C 6.96 -1.08 -3.11 -0.02
C 7.13 -1.86 -1.97 0.13
C 6.09 -2.02 -1.08 -0.02
C 4.85 -1.41 -1.29 0.16
C 3.86 -1.42 -0.24 0.12
N 2.90 -0.36 -0.22 0.04
C 3.35 -0.33 -2.85 0.51
N 2.23 -0.59 -3.23 0.08
C 0.91 -0.38 -3.17 0.27
C 0.02 -0.27 -4.30 0.01
C 0.22 -0.15 -5.67 0.07
C -0.91 -0.11 -6.47 0.01
C -2.19 -0.16 -5.93 0.04
C -2.40 -0.25 -4.57 0.04
C -1.28 -0.30 -3.75 0.07
C -1.13 -0.51 -2.33 0.21
N -2.16 -0.71 -1.53 -0.01
C -2.08 -1.29 -0.36 0.10
N -0.98 -1.86 0.20 0.07
C -1.30 -2.40 1.41 0.05
N -0.52 -3.05 2.24 0.03
C 0.79 -3.10 2.13 0.10
N 1.58 -2.28 1.38 -0.01
C 2.88 -2.70 1.47 0.19
N 3.89 -2.35 0.69 -0.04
C 2.95 -3.80 2.40 0.07
C 4.01 -4.59 2.83 0.08
C 3.71 -5.65 3.67 -0.01
C 2.41 -5.90 4.09 0.04
C 1.35 -5.10 3.68 0.02
C 1.64 -4.05 2.83 0.07
C -2.73 -2.23 1.63 0.05
C -3.57 -2.66 2.64 0.02
C -4.92 -2.38 2.51 0.02
C -5.41 -1.69 1.41 0.00
C -4.57 -1.24 0.40 0.05
C -3.22 -1.53 0.51 0.03
N 0.21 -0.52 -2.01 0.01
C 4.63 -0.75 -2.55 0.03
C 5.73 -0.54 -3.41 0.17
H 7.79 -0.91 -3.78 0.00
H 8.09 -2.33 -1.77 0.01
H 6.21 -2.57 -0.15 0.01
H 1.21 -0.11 -6.09 0.01
H -0.79 -0.04 -7.54 0.00
H -3.04 -0.12 -6.60 0.00
H -3.39 -0.27 -4.14 0.00
H 5.02 -4.37 2.51 0.01
H 4.51 -6.31 4.00 0.00
H 2.21 -6.75 4.74 0.00
H 0.34 -5.29 4.01 0.00
H -3.16 -3.18 3.50 0.00
H -5.61 -2.73 3.27 0.00
H -6.48 -1.52 1.33 0.00
H -4.96 -0.70 -0.45 0.00
H 5.58 0.02 -4.32 0.01
C 2.96 0.54 0.95 0.07
C 1.72 1.44 0.91 0.00
O 1.84 2.70 0.92 0.10
N 0.59 0.82 0.82 0.70
Te -0.76 2.61 0.42 0.71
C -2.45 3.98 -0.19 0.20
C -2.25 5.01 -1.09 -0.07
C -0.89 5.36 -1.64 0.05
C -3.35 5.76 -1.50 0.01
C -4.63 5.46 -1.05 0.01
C -5.82 6.27 -1.48 0.00
C -4.80 4.37 -0.20 0.02
C -3.73 3.60 0.22 -0.09
C -3.96 2.38 1.06 0.10
C -0.90 3.00 2.50 0.20
C -0.61 4.29 2.95 -0.10
C -0.27 5.42 2.02 0.03
C -0.61 4.53 4.32 0.00
C -0.86 3.53 5.24 0.01
C -0.84 3.79 6.72 0.00
C -1.13 2.26 4.77 0.00
C -1.17 1.97 3.41 -0.08
C -1.47 0.56 3.00 -0.01
H 3.86 1.17 0.92 0.01
H 3.05 0.23 -1.05 0.02
H 2.96 -0.04 1.87 -0.01
H -0.16 4.58 -1.42 -0.01
H -0.53 6.30 -1.20 0.00
H -0.94 5.50 -2.72 0.00
H -3.20 6.58 -2.18 0.00
H -5.52 7.13 -2.07 0.00
H -6.37 6.62 -0.60 0.00
H -6.50 5.66 -2.07 0.00
H -5.80 4.10 0.11 0.00
H -5.02 2.14 1.12 0.00
H -3.58 2.52 2.08 -0.02
H -3.44 1.53 0.61 0.02
H -0.02 5.04 1.03 0.00
H 0.59 5.97 2.40 0.00
H -1.10 6.12 1.93 0.00
H -0.37 5.53 4.67 0.00
H -0.62 4.84 6.94 0.00
H -0.09 3.17 7.20 0.00
H -1.81 3.55 7.16 0.00
H -1.32 1.46 5.47 0.00
H -2.18 0.10 3.68 0.00
H -0.56 -0.03 3.00 -0.01
H -1.88 0.53 1.99 0.06
C 2.51 -6.51 -4.11 0.00
N 2.04 -5.86 -2.90 0.00
C 1.94 -4.54 -2.73 -0.01
N 2.29 -3.73 -3.74 0.01
S 1.38 -3.95 -1.25 0.01
H 2.44 -7.58 -3.97 0.00
H 3.55 -6.25 -4.32 0.00
H 1.89 -6.24 -4.97 0.00
H 1.78 -6.42 -2.11 0.00
H 2.59 -4.09 -4.63 0.00
H 2.18 -2.74 -3.64 0.02
```

Energy relative to the best compared isomer or geometry (same formula, charge and spin), eV: 1.261
Calculated total energy, Eh: -3557.30072
Spin multiplicity: 6
Maximum force, eV/Å: 1.68
⟨S²⟩: 8.829
Lowest unoccupied orbital energy (alpha / beta), eV: -3.20 / -4.85
Charge: +1

---

3.
A structure of composition C54H48ClN6O2S2SbTi, computed with ωB97M-V with the def2-TZVPD basis set.

```
115
Properties=species:S:1:pos:R:3:lowdin_charge:R:1
Ti -0.37 1.13 -0.36 0.69
O -0.24 1.06 1.61 -0.19
C 0.68 1.07 2.52 -0.34
C 0.29 0.94 3.88 -0.02
C 1.22 0.92 4.90 -0.12
C 2.59 1.02 4.62 -0.13
C 2.99 1.15 3.30 -0.06
C 2.07 1.20 2.25 -0.15
C 2.56 1.47 0.92 -0.07
N 1.79 1.68 -0.08 -0.07
N 2.40 2.01 -1.28 0.08
C 1.47 2.30 -2.14 -0.48
O 0.20 2.34 -1.86 -0.20
C 1.86 2.58 -3.55 -0.16
C 3.15 2.29 -4.00 -0.04
C 3.47 2.45 -5.34 -0.09
C 2.51 2.90 -6.23 -0.10
C 1.23 3.20 -5.78 -0.09
C 0.90 3.03 -4.45 -0.04
H -0.77 0.84 4.08 0.11
H 0.88 0.82 5.92 0.10
H 3.32 0.99 5.42 0.09
H 4.04 1.24 3.06 0.11
H 3.64 1.54 0.76 0.13
H 3.87 1.90 -3.29 0.10
H 4.46 2.19 -5.69 0.10
H 2.75 3.01 -7.28 0.09
H 0.47 3.52 -6.48 0.10
H -0.10 3.20 -4.08 0.11
Cl -2.27 -4.49 0.30 0.51
C -1.86 -2.79 0.77 -0.58
H -2.79 -2.23 0.79 0.08
H -1.20 -2.38 0.01 -0.06
C 1.84 -4.03 -1.01 -0.07
N 2.12 -4.58 0.29 -0.15
C 1.74 -5.94 0.62 -0.13
C 1.92 -5.97 2.14 -0.15
N 2.89 -4.90 2.32 0.00
C 2.82 -4.00 1.28 -0.86
S 3.49 -2.48 1.33 0.61
H 0.83 -4.32 -1.31 0.07
H 2.55 -4.40 -1.76 0.10
H 1.86 -2.94 -0.98 -0.01
H 2.38 -6.66 0.11 0.12
H 0.70 -6.12 0.32 0.11
H 2.31 -6.93 2.49 0.10
H 0.98 -5.76 2.65 0.11
H 3.04 -4.49 3.23 0.10
N 2.89 -2.69 8.94 0.13
C 2.29 -2.69 7.96 -0.20
C 1.54 -2.69 6.73 -0.24
C 2.18 -2.38 5.52 -0.03
C 1.46 -2.39 4.34 -0.04
C 0.10 -2.72 4.35 -0.22
C -0.53 -3.02 5.56 -0.02
C 0.18 -3.00 6.75 -0.04
C -0.63 -2.76 3.12 0.03
C -1.19 -2.78 2.06 -0.06
H 3.23 -2.12 5.51 0.12
H 1.94 -2.14 3.41 0.05
H -1.58 -3.26 5.57 0.12
H -0.30 -3.23 7.69 0.11
C -3.97 -0.14 -2.04 -0.06
C -4.38 1.04 -1.20 -0.22
C -5.71 1.43 -1.12 -0.09
C -6.10 2.51 -0.33 -0.14
C -5.12 3.21 0.37 -0.09
C -3.79 2.85 0.32 -0.23
C -2.74 3.60 1.07 -0.06
C -3.39 1.74 -0.47 -0.29
N -2.09 1.35 -0.50 -0.11
H -4.65 -0.27 -2.89 0.07
H -3.98 -1.07 -1.45 0.08
H -2.96 -0.01 -2.40 0.03
H -6.45 0.88 -1.68 0.10
H -7.14 2.81 -0.28 0.08
H -5.41 4.06 0.99 0.09
H -3.16 4.49 1.55 0.06
H -1.93 3.92 0.41 0.08
H -2.27 2.98 1.84 0.07
S 0.18 -0.97 -1.28 0.11
Sb -0.29 -0.61 -3.85 1.31
C -1.68 -0.58 -5.90 -0.29
C -2.17 0.72 -6.05 -0.19
C -2.95 1.12 -7.13 -0.13
C -3.25 0.20 -8.13 -0.14
C -2.78 -1.10 -8.03 -0.14
C -2.01 -1.47 -6.93 -0.16
C 1.78 -0.97 -4.47 -0.37
C 2.11 -1.14 -5.81 -0.13
C 3.43 -1.26 -6.22 -0.12
C 4.46 -1.22 -5.29 -0.12
C 4.15 -1.05 -3.94 -0.11
C 2.82 -0.92 -3.54 -0.16
C -0.76 -2.73 -3.89 -0.39
C 0.21 -3.74 -3.93 -0.15
C -0.15 -5.08 -3.92 -0.12
C -1.49 -5.45 -3.86 -0.13
C -2.46 -4.46 -3.82 -0.11
C -2.10 -3.12 -3.85 -0.14
H -1.95 1.46 -5.28 0.06
H -3.32 2.14 -7.20 0.08
H -3.86 0.50 -8.99 0.08
H -3.02 -1.83 -8.80 0.08
H -1.67 -2.50 -6.86 0.08
H 1.32 -1.19 -6.56 0.09
H 3.66 -1.39 -7.28 0.09
H 5.49 -1.32 -5.60 0.09
H 4.94 -1.01 -3.20 0.10
H 2.59 -0.77 -2.49 0.04
H 1.26 -3.47 -3.97 0.09
H 0.62 -5.84 -3.96 0.09
H -1.77 -6.50 -3.84 0.08
H -3.51 -4.73 -3.77 0.09
H -2.87 -2.36 -3.85 0.09
```

Energy relative to the best compared isomer or geometry (same formula, charge and spin), eV: 0.000
Calculated total energy, Eh: -4911.99757
Maximum force, eV/Å: 0.87
Lowest unoccupied orbital energy, eV: 3.47
Charge: -2

---

4.
A structure of composition C54H48CrN8O4P2STe, computed with ωB97M-V with the def2-TZVPD basis set.

```
119
Properties=species:S:1:pos:R:3:lowdin_charge:R:1
Cr -0.47 -0.65 -0.62 0.43
Te 3.91 -0.10 1.01 1.35
C 5.32 1.47 1.19 -0.55
C 5.38 2.52 0.29 -0.13
C 6.33 3.51 0.48 -0.16
N 7.22 3.51 1.47 0.05
C 7.16 2.49 2.32 -0.17
C 6.24 1.45 2.23 -0.14
C 2.39 1.21 0.21 -0.81
P 1.12 1.22 1.44 0.77
C 1.85 1.62 3.05 -0.34
C 2.87 2.56 3.14 -0.11
C 3.40 2.89 4.38 -0.07
C 2.92 2.28 5.53 -0.08
C 1.90 1.34 5.44 -0.08
C 1.36 1.01 4.20 -0.08
C -0.08 2.60 1.28 -0.28
C 0.41 3.89 1.08 -0.09
C -0.45 4.98 1.07 -0.07
C -1.81 4.78 1.27 -0.09
C -2.30 3.50 1.49 -0.08
C -1.44 2.42 1.48 -0.09
P 1.61 0.52 -1.28 0.93
C 2.97 -0.11 -2.33 -0.37
C 3.23 -1.47 -2.37 -0.11
C 4.32 -1.97 -3.07 -0.07
C 5.16 -1.10 -3.75 -0.08
C 4.90 0.26 -3.72 -0.08
C 3.82 0.76 -3.02 -0.08
C 1.17 1.99 -2.29 -0.37
C 0.49 1.78 -3.49 -0.10
C 0.21 2.84 -4.34 -0.08
C 0.60 4.12 -3.99 -0.09
C 1.27 4.34 -2.80 -0.07
C 1.57 3.28 -1.96 -0.11
H 4.67 2.58 -0.53 0.08
H 6.39 4.35 -0.21 0.10
H 7.89 2.50 3.13 0.10
H 6.23 0.66 2.97 0.09
H 3.27 3.01 2.24 0.09
H 4.21 3.61 4.44 0.11
H 3.34 2.53 6.50 0.10
H 1.53 0.86 6.33 0.10
H 0.58 0.27 4.13 0.10
H 1.47 4.05 0.95 0.10
H -0.06 5.97 0.90 0.11
H -2.49 5.63 1.27 0.10
H -3.36 3.35 1.64 0.11
H -1.84 1.42 1.61 0.09
H 2.59 -2.16 -1.85 0.06
H 4.50 -3.04 -3.08 0.11
H 6.01 -1.48 -4.29 0.10
H 5.55 0.95 -4.26 0.10
H 3.63 1.83 -3.01 0.10
H 0.18 0.77 -3.76 0.10
H -0.31 2.66 -5.27 0.11
H 0.37 4.96 -4.65 0.10
H 1.58 5.34 -2.52 0.10
H 2.12 3.42 -1.04 0.07
N -1.94 -7.86 2.59 0.10
C -1.16 -6.89 1.99 -0.33
C -0.47 -5.95 2.77 -0.04
C 0.34 -5.00 2.17 -0.08
C 0.47 -4.97 0.78 -0.30
C -0.19 -5.92 0.01 -0.05
C -1.00 -6.86 0.60 -0.02
S 1.46 -3.69 0.06 0.60
O 2.00 -2.95 1.17 -0.36
O 2.36 -4.29 -0.89 -0.28
N 0.45 -2.64 -0.68 -0.15
C -0.08 -2.92 -1.90 -0.46
N -0.06 -4.09 -2.53 0.14
C -0.65 -4.12 -3.72 -0.11
C -1.27 -3.03 -4.30 -0.04
C -1.28 -1.87 -3.55 -0.10
N -0.69 -1.80 -2.37 0.05
H -2.22 -7.71 3.54 0.09
H -2.61 -8.33 2.02 0.09
H -0.56 -5.98 3.85 0.11
H 0.88 -4.28 2.77 0.12
H -0.05 -5.90 -1.07 0.10
H -1.50 -7.60 0.00 0.11
H -0.62 -5.08 -4.23 0.11
H -1.73 -3.08 -5.27 0.10
H -1.75 -0.96 -3.91 0.11
N -1.31 0.63 -1.14 -0.06
C -2.13 1.56 -1.77 -0.31
C -1.87 2.93 -1.66 -0.04
C -2.70 3.84 -2.28 -0.07
C -3.80 3.42 -3.01 -0.08
C -4.07 2.06 -3.12 -0.07
C -3.24 1.13 -2.51 -0.04
H -1.00 3.25 -1.10 0.09
H -2.47 4.90 -2.19 0.11
H -4.45 4.14 -3.49 0.10
H -4.93 1.71 -3.68 0.11
H -3.45 0.08 -2.58 0.10
O -8.00 0.98 2.40 -0.03
C -7.90 -0.25 1.73 -0.25
N -6.59 -0.84 1.83 0.09
C -5.70 -0.80 0.80 -0.44
O -5.94 -0.24 -0.26 0.08
C -4.39 -1.48 1.03 -0.09
C -4.19 -2.51 1.94 0.00
C -2.93 -3.08 2.01 -0.01
C -1.92 -2.59 1.19 -0.09
N -2.09 -1.59 0.31 0.01
C -3.32 -1.07 0.24 -0.03
H -7.51 1.64 1.89 0.09
H -8.12 -0.16 0.67 0.13
H -8.63 -0.91 2.21 0.13
H -6.26 -1.11 2.74 0.13
H -4.99 -2.89 2.55 0.12
H -2.70 -3.89 2.69 0.11
H -0.93 -3.01 1.25 0.08
H -3.49 -0.27 -0.46 0.10
C 0.14 -0.26 1.40 -0.35
H -0.66 -0.21 2.15 0.02
H 0.80 -1.09 1.65 0.01
```

Calculated total energy, Eh: -5218.96979
Maximum force, eV/Å: 1.57
Lowest unoccupied orbital energy (alpha / beta), eV: -0.19 / -0.20